Formula: C6H8O3S
Source: the Open Molecules 2025 dataset
Level of theory: ωB97M-V with the def2-TZVPD basis set

Last column: Mulliken charge in e.
Atoms and positions in Å:
C  -1.4341  -0.7525  -1.9724  -0.59
C  -0.5423  -1.4471  -2.6209  -0.40
C  -0.9879  -0.3223  -0.6911  0.90
C  0.3117  -0.5529  -0.4375  0.14
C  -1.7340  0.5603  1.3780  -0.66
C  2.1938  0.2697  0.6871  -0.79
O  2.1057  -0.9691  -2.4604  -0.57
O  -1.9636  0.2127  -0.0251  -0.41
O  0.9249  -0.3110  0.8773  -0.32
S  1.0412  -1.6695  -1.7502  0.34
H  -2.5598  -0.6893  -2.1716  0.29
H  -0.7456  -2.0473  -3.6134  0.29
H  -1.1578  1.4735  1.5412  0.29
H  -1.0803  -0.2300  1.8440  0.27
H  -2.6762  0.7245  1.8640  0.28
H  2.9319  -0.4888  0.5919  0.32
H  2.3002  0.9631  1.6686  0.20
H  2.2362  0.8127  -0.1701  0.43

Values from the calculation:
- multiplicity = 1
- strongest force on any atom (eV/Å) = 4.80
- energy relative to the best compared isomer or geometry (same formula, charge and spin) (kcal/mol) = 91.80